Record 1
ORCA calculation (ωB97M-V/def2-TZVPD) on a structure of composition C60H46N4O4PSe2Tc in a non-equilibrium geometry.

Calculated values
orbital gap (spin up / spin down) = 5.002 / 4.113 eV
maximum force = 3.12 eV/Å
⟨S²⟩ = 3.84
2S+1 = 4
total charge = +1

Last column: Löwdin spin population.
Positions of all 118 atoms, in Å:
Tc (0.301, -0.159, -0.129)  1.6351
Se (-2.398, -0.753, 0.251)  0.0525
Se (0.222, -2.802, 0.017)  0.0477
P (-2.007, -2.926, 0.111)  0.0129
O (-6.844, 2.512, -4.796)  0.0049
O (6.664, -2.842, 5.700)  0.0097
O (6.485, 0.858, -6.612)  0.0051
O (-2.068, 5.724, 6.242)  0.0018
N (2.235, -0.577, -0.363)  0.0634
N (-0.793, 1.654, -0.223)  0.0802
N (0.784, 0.239, 1.747)  0.0665
N (0.119, 0.041, -2.121)  0.0956
C (-4.260, -3.410, -1.388)  0.0009
C (-4.355, 0.392, -3.133)  0.0111
C (1.610, -0.507, 2.555)  0.0135
C (-0.945, 2.526, 0.848)  0.0052
C (4.571, -2.690, 2.811)  0.0149
C (-3.261, -3.256, 2.574)  0.0012
C (-2.620, -3.889, 1.485)  0.0004
C (-2.404, 3.182, -0.783)  0.0003
C (-2.159, -4.028, -2.428)  0.0013
C (3.437, -0.003, -3.872)  0.0226
C (5.501, -3.096, 3.728)  -0.0009
C (-3.485, 2.593, -3.617)  0.0129
C (2.914, -0.773, -1.565)  0.0155
C (0.195, 0.619, 3.931)  0.0082
C (5.717, -2.329, 4.866)  0.0171
C (7.413, -1.863, 6.478)  0.0006
C (-0.973, -0.208, -4.115)  0.0036
C (2.826, -1.013, 2.061)  0.1042
C (0.379, -0.430, -4.338)  -0.0020
C (2.448, -0.321, -2.839)  0.1921
C (-2.075, 2.887, 4.093)  0.0054
C (-2.840, -4.281, -3.619)  0.0002
C (-3.122, -6.056, 2.414)  0.0002
C (1.064, -0.212, -3.093)  0.0036
C (5.280, -0.725, -5.295)  -0.0006
C (5.040, -1.127, 5.121)  -0.0008
C (-1.913, 3.529, 0.457)  0.0059
C (-1.339, 6.979, 6.402)  0.0001
C (4.101, -0.733, 4.197)  0.0171
C (4.283, -1.003, -4.392)  0.0157
C (-3.756, -5.444, 3.514)  0.0001
C (-8.005, 2.164, -4.046)  0.0003
C (-5.524, 0.708, -3.803)  0.0000
C (4.320, -1.471, 0.065)  0.0131
C (-2.409, 3.773, 5.087)  0.0003
C (7.022, 2.194, -6.454)  0.0003
C (-0.993, 3.206, 3.240)  0.0098
C (4.222, -1.280, -1.316)  0.0167
C (-5.668, 2.004, -4.321)  0.0096
C (-2.887, -3.544, -1.358)  0.0019
C (-1.624, 4.904, 5.272)  0.0027
C (5.455, 0.590, -5.728)  0.0095
C (1.181, -0.356, 3.930)  0.0213
C (-0.570, 2.222, 2.165)  0.0987
C (3.869, -1.485, 2.999)  0.0126
C (-4.591, 2.889, -4.368)  -0.0009
C (-0.005, 1.034, 2.559)  0.0247
C (-2.572, -5.296, 1.401)  0.0001
C (3.545, 1.284, -4.407)  0.0149
C (-4.951, -3.639, -2.596)  0.0001
C (-1.718, 1.981, -1.187)  0.0181
C (-3.341, 1.350, -2.999)  0.0135
C (-3.854, -4.053, 3.565)  0.0002
C (3.121, -1.047, 0.660)  0.0130
C (-2.033, 1.144, -2.278)  0.1691
C (-0.251, 4.367, 3.417)  0.0052
C (-0.540, 5.234, 4.459)  0.0000
C (-4.214, -4.130, -3.703)  0.0002
C (4.602, 1.591, -5.274)  -0.0010
C (-1.098, 0.214, -2.738)  -0.0086
H (8.440, -2.220, 6.684)  0.0001
H (-4.738, -4.322, -4.634)  0.0000
H (4.112, -2.019, -4.020)  0.0002
H (-0.275, 6.805, 6.616)  0.0000
H (7.862, 2.253, -7.136)  0.0000
H (-4.122, -6.055, 4.346)  0.0000
H (7.497, -0.919, 5.993)  0.0000
H (-7.753, 1.458, -3.262)  0.0000
H (-1.774, -0.269, -4.798)  0.0011
H (-3.225, 3.639, -1.324)  0.0003
H (-2.645, 3.306, -3.574)  0.0006
H (4.750, 2.628, -5.545)  -0.0002
H (0.083, 6.090, 4.684)  0.0000
H (-2.036, -5.772, 0.565)  0.0001
H (0.911, -0.593, -5.235)  -0.0004
H (2.835, 2.057, -4.101)  0.0005
H (-8.707, 1.693, -4.732)  0.0000
H (1.639, -0.872, 4.741)  0.0011
H (-4.772, 3.854, -4.830)  -0.0001
H (-4.391, -3.591, 4.409)  0.0000
H (-4.241, -0.620, -2.718)  0.0005
H (-1.069, -4.092, -2.341)  0.0014
H (-6.304, -0.019, -3.903)  -0.0002
H (5.299, -0.578, 6.003)  -0.0003
H (3.566, 0.208, 4.313)  0.0001
H (6.940, -1.677, 7.453)  0.0001
H (0.607, 4.553, 2.774)  0.0004
H (-2.284, -4.565, -4.516)  0.0000
H (-0.169, 1.134, 4.805)  0.0002
H (6.064, -1.476, -5.588)  0.0001
H (6.263, 2.945, -6.765)  0.0001
H (-3.089, -7.156, 2.376)  0.0000
H (-2.160, 4.443, 1.019)  0.0006
H (7.353, 2.364, -5.432)  0.0000
H (-1.777, 7.488, 7.281)  0.0000
H (5.016, -1.415, -2.052)  0.0009
H (-2.547, 1.887, 4.012)  0.0001
H (-6.018, -3.413, -2.653)  0.0000
H (-1.486, 7.649, 5.519)  0.0000
H (4.319, -3.267, 1.907)  0.0001
H (-4.765, -3.034, -0.505)  0.0003
H (6.042, -4.046, 3.622)  -0.0003
H (-3.197, -2.180, 2.652)  0.0011
H (-3.225, 3.641, 5.749)  0.0000
H (-8.451, 3.073, -3.610)  0.0001
H (5.164, -1.829, 0.629)  0.0010

=====

Record 2
ORCA calculation (ωB97M-V/def2-TZVPD) on an isolated molecule of C7H12 in a non-equilibrium geometry.

Calculated values
orbital gap = 10.142 eV
maximum force = 1.35 eV/Å
structure (SMILES) = C=C(C)C(=C)CC
total charge = 0

Last column: Mulliken charge in e.
Positions of all 19 atoms, in Å:
C (-1.582, -0.021, -1.163)  -1.0378
C (-0.389, -1.702, 1.436)  -1.2406
C (0.631, -0.569, 1.226)  -0.4236
C (0.682, 0.552, -2.048)  -1.2762
C (0.143, 0.634, 0.454)  0.3941
C (-0.340, 0.380, -0.932)  0.6450
C (0.454, 1.863, 0.864)  -1.0266
H (-0.537, -2.349, 0.574)  0.3128
H (-2.304, -0.192, -0.379)  0.2873
H (0.349, 1.074, -2.945)  0.4046
H (0.961, -0.303, 2.240)  0.3513
H (0.389, 2.633, 0.112)  0.3010
H (1.449, 1.212, -1.655)  0.3734
H (-0.009, -2.344, 2.233)  0.4041
H (-1.924, -0.170, -2.179)  0.3196
H (0.752, 1.988, 1.893)  0.3303
H (-1.339, -1.311, 1.782)  0.2986
H (1.061, -0.437, -2.294)  0.2684
H (1.553, -0.938, 0.783)  0.3144

=====

Record 3
ORCA calculation (ωB97M-V/def2-TZVPD) on a cluster of 2 separate species, C3H4IN in total in a non-equilibrium geometry.

Calculated values
orbital gap (spin up / spin down) = 8.403 / 8.243 eV
maximum force = 4.39 eV/Å
total charge = 0

Last column: Mulliken charge in e.
Positions of all 9 atoms, in Å:
I (-2.336, -0.693, 0.032)  0.1267
N (-0.421, 2.678, -0.024)  -0.3570
C (-0.374, 0.148, 0.223)  -0.1146
C (-0.374, 1.528, -0.016)  0.1480
C (0.657, -0.770, -0.410)  -1.1478
H (1.500, -0.206, -0.551)  0.4146
H (0.408, -1.000, -1.498)  0.3623
H (0.679, -1.638, 0.123)  0.3772
H (0.262, -0.047, 2.121)  0.1904

=====

Record 4
ORCA calculation (ωB97M-V/def2-TZVPD) on an isolated molecule of C4H5F2NO in a non-equilibrium geometry.

Calculated values
orbital gap = 10.151 eV
maximum force = 1.79 eV/Å
structure (SMILES) = O=CN/C(=C\F)CF
total charge = 0

Last column: Mulliken charge in e.
Positions of all 13 atoms, in Å:
F (1.257, -1.790, 0.542)  -0.2526
F (-0.621, 0.954, -2.532)  -0.2498
O (0.655, 2.313, 2.045)  -0.5544
N (0.067, 1.109, 0.153)  -0.1558
C (-0.569, -0.185, -1.772)  -0.0868
C (-0.205, -0.113, -0.484)  0.4319
C (0.634, 1.276, 1.391)  0.0148
C (-0.049, -1.376, 0.341)  -0.7434
H (-0.285, 1.942, -0.318)  0.2469
H (1.034, 0.322, 1.818)  0.3430
H (-0.828, -1.080, -2.354)  0.3394
H (-0.513, -1.205, 1.330)  0.3744
H (-0.577, -2.167, -0.160)  0.2924

=====

Record 5
ORCA calculation (ωB97M-V/def2-TZVPD) on a structure of composition C3H8O in a non-equilibrium geometry.

Calculated values
orbital gap = 9.669 eV
maximum force = 1.78 eV/Å
total charge = 0

Last column: Mulliken charge in e.
Positions of all 12 atoms, in Å:
O (0.776, -0.041, -0.535)  -0.5434
C (1.557, 0.980, 0.055)  -0.5903
C (-1.177, -1.220, 0.354)  -0.8948
C (-1.202, -0.066, -0.444)  -0.1121
H (-1.347, -0.123, -1.514)  0.1855
H (-1.457, -1.132, 1.398)  0.2683
H (-1.411, -2.174, -0.103)  0.2921
H (1.565, 1.861, -0.592)  0.2431
H (2.591, 0.639, 0.169)  0.2405
H (0.262, -0.913, 0.170)  0.4080
H (1.175, 1.275, 1.044)  0.2706
H (-1.332, 0.915, -0.002)  0.2325

=====

Record 6
ORCA calculation (ωB97M-V/def2-TZVPD) on a cluster of 2 separate species, C2H4N2S in total in a non-equilibrium geometry.

Calculated values
orbital gap (spin up / spin down) = 8.410 / 8.409 eV
maximum force = 3.36 eV/Å
structure (SMILES) = C=[NH+][S-].C#N
total charge = 0

Last column: Mulliken charge in e.
Positions of all 9 atoms, in Å:
S (-1.418, 0.848, 0.606)  -0.3276
N (2.367, 1.164, -0.305)  -0.3587
N (-1.014, -0.715, 0.502)  -0.1328
C (1.686, 1.931, 0.169)  0.0714
C (-0.715, -1.433, -0.501)  -0.2390
H (-0.687, -0.884, -1.457)  0.2315
H (-0.805, -1.191, 1.320)  0.2375
H (1.049, 2.811, 0.224)  0.2677
H (-0.463, -2.530, -0.558)  0.2499